(1)
This record from the Open Molecules 2025 dataset describes a structure of composition C6H5NO3 in a non-equilibrium geometry. The level of theory is ωB97M-V/def2-TZVPD.

XYZ file:
```
15
Properties=species:S:1:pos:R:3:forces:R:3:lowdin_charge:R:1
O -0.1518 2.0174 -0.9955 0.780 -2.507 2.106 0.155
C -0.4047 1.3298 -0.0337 -1.009 4.961 0.535 -0.349
N 0.8841 -0.5103 0.7984 0.003 2.107 3.433 0.082
C 1.8663 -0.8276 -0.0903 0.432 2.375 -1.219 -0.574
O 2.9401 -0.2498 -0.1347 -0.288 -0.989 0.503 0.073
C 1.3232 -1.4620 -1.2979 -0.698 -0.514 -0.700 -0.037
C 0.7192 -1.7070 -2.3179 0.481 -0.735 0.731 0.137
C -1.7461 0.7771 0.1398 0.288 -1.603 0.740 -0.046
C -2.7849 0.2096 0.3860 0.413 0.710 -0.023 0.161
H 0.1050 -1.1483 0.9043 0.145 0.048 -0.041 0.094
H 0.2328 -2.1737 -3.1582 0.202 0.518 0.216 0.039
H -3.7622 -0.1674 0.6375 0.437 0.062 -0.241 0.051
O 0.1971 1.8949 1.4095 -0.748 -1.252 -2.438 -0.092
H 0.9917 0.4315 1.6582 -0.003 -3.321 -3.548 0.242
H -0.4098 1.5860 2.0945 -0.434 0.138 -0.056 0.062
```
Forces are in eV/Å.

Computed properties:
lowest unoccupied orbital energy = -0.0272 Eh
maximum force = 5.091 eV Å⁻¹
gap between HOMO and LUMO = 9.38 eV
M = 139.110 g/mol
charge = 0
2S+1 = 1
energy above the lowest of the compared OMol25 structures with the same formula, charge and spin = 166.0 kcal per mole
highest occupied orbital energy = -10.1 eV

(2)
This record from the Open Molecules 2025 dataset describes a cluster of 2 separate species, C6H5NO5 in total in a non-equilibrium geometry. The level of theory is ωB97M-V/def2-TZVPD.

XYZ file:
```
17
Properties=species:S:1:pos:R:3:forces:R:3:lowdin_charge:R:1
C 1.9142 -0.5455 -0.6439 0.343 1.228 -2.179 0.019
C 1.6788 0.6781 -0.1765 1.865 0.261 -1.147 -0.114
C 1.2173 0.8350 1.1843 -2.845 1.405 3.361 -0.538
C -1.5195 -1.3747 -0.8602 0.753 1.181 -1.595 -0.723
C -2.2890 1.1254 -0.7116 0.121 1.487 -0.016 -0.612
C -1.3688 0.1533 -0.9714 -0.051 -2.425 -0.677 -0.032
N 0.5564 -0.2470 1.7209 2.765 -0.741 -2.016 0.151
O -0.9271 -1.9900 0.0801 -0.228 -0.104 0.355 -0.148
O -1.4434 1.0445 0.3492 -0.527 0.515 0.629 -0.058
O 1.2589 1.9082 1.8765 0.798 -2.035 -1.894 -0.076
O -2.0136 -1.8980 -1.9048 -0.133 -0.033 0.894 -0.144
O -3.1255 1.9800 -1.0053 -0.053 -0.798 0.255 -0.045
H 2.3032 -0.7157 -1.6727 -0.266 0.324 0.816 0.068
H 1.5348 -1.4001 -0.1806 -0.265 -1.231 0.832 0.028
H 1.9863 1.5882 -0.7482 -0.443 -0.841 0.706 0.116
H 0.2523 -1.0933 1.2050 -0.312 0.893 -0.437 0.055
H -0.0154 -0.0483 2.4590 -1.524 0.913 2.114 0.054
```
Forces are in eV/Å.

Computed properties:
lowest unoccupied orbital energy = 0.2335 Eh
maximum force = 4.622 eV Å⁻¹
gap between HOMO and LUMO = 5.45 eV
M = 171.108 g/mol
charge = -2
2S+1 = 1
energy above the lowest of the compared OMol25 structures with the same formula, charge and spin = 70.9 kcal per mole
highest occupied orbital energy = 0.9 eV

- The lowest lowest unoccupied orbital energy belongs to which entry?
  C6H5NO3

- charge of number 1 (C6H5NO3)?
  0

- What is the formula in the first record?
  C6H5NO3